(1)
Here is a 3-piece molecular cluster, C29H55ClI2N5O8P2 overall from the OMol25 dataset. Energies are from the ωB97M-V functional and the def2-TZVPD basis.

The geometry in XYZ format:
```
102
Properties=species:S:1:pos:R:3
C 6.309 -2.583 -0.349
C 5.362 -2.413 0.905
O 5.115 -3.440 1.512
N 4.903 -1.101 1.291
C 5.058 -0.888 2.745
C 3.522 -0.781 0.790
C 2.467 -1.872 1.179
C 1.010 -1.344 1.420
C 0.097 -1.555 0.144
C -1.317 -0.905 0.359
N -2.023 -0.530 -0.878
C -2.682 0.677 -1.132
C -3.237 0.516 -2.457
C -2.869 -0.817 -3.001
C -2.090 -1.414 -1.937
O 3.261 0.457 1.476
P 3.321 1.912 0.490
Cl 1.194 1.798 0.072
C 3.230 2.828 2.151
C 1.887 3.541 2.519
C 0.872 2.628 3.328
I 1.698 1.939 5.224
P 3.587 3.903 -0.517
O 2.278 4.111 -1.597
I 5.719 3.816 -1.783
O 3.483 1.060 -1.017
C 3.713 -0.333 -0.732
C 3.210 -1.242 -1.919
C 2.146 -0.572 -2.868
C 2.739 0.407 -3.940
C 4.062 -0.124 -4.639
N 5.185 0.623 -4.041
C 6.350 -0.156 -3.804
N 6.545 -1.370 -4.149
N 7.469 0.549 -3.130
H 5.814 -2.305 -1.309
H 6.742 -3.608 -0.390
H 7.148 -1.851 -0.179
H 4.149 -1.130 3.356
H 5.855 -1.608 3.090
H 5.384 0.141 3.026
H 2.811 -2.312 2.158
H 2.417 -2.747 0.478
H 0.939 -0.291 1.778
H 0.573 -1.981 2.245
H 0.609 -1.217 -0.788
H -0.036 -2.669 0.049
H -1.181 -0.028 1.039
H -1.969 -1.690 0.881
H -2.727 1.521 -0.418
H -3.856 1.281 -2.978
H -3.138 -1.257 -3.985
H -1.608 -2.413 -1.922
H 4.772 1.815 0.591
H 4.023 3.633 2.113
H 3.583 2.116 2.942
H 2.157 4.354 3.261
H 1.386 4.084 1.678
H 0.557 1.724 2.761
H -0.031 3.235 3.574
H 2.656 4.123 -2.495
H 4.840 -0.374 -0.837
H 4.130 -1.600 -2.464
H 2.734 -2.190 -1.532
H 1.465 0.040 -2.212
H 1.559 -1.392 -3.369
H 2.878 1.434 -3.507
H 1.949 0.534 -4.737
H 4.082 -1.228 -4.484
H 3.956 0.113 -5.728
H 4.914 1.004 -3.121
H 7.486 -1.623 -3.838
H 7.640 1.390 -3.701
H 7.094 0.922 -2.245
O -3.492 -3.319 2.491
C -4.553 -3.042 1.986
O -5.181 -3.931 1.194
C -6.518 -3.765 0.711
C -6.542 -2.943 -0.562
C -5.148 -1.671 2.149
H -7.168 -3.355 1.487
H -6.889 -4.769 0.498
H -6.166 -1.933 -0.396
H -7.559 -2.872 -0.954
H -5.903 -3.399 -1.321
H -4.713 -1.002 1.403
H -4.901 -1.307 3.145
H -6.233 -1.646 2.076
O -7.832 0.008 3.230
C -8.008 1.100 2.755
O -8.449 1.214 1.489
C -8.871 2.446 0.892
C -7.695 3.208 0.317
C -7.652 2.347 3.521
H -9.454 3.044 1.597
H -9.552 2.173 0.085
H -6.980 3.490 1.092
H -8.034 4.115 -0.187
H -7.156 2.588 -0.402
H -6.590 2.556 3.390
H -7.854 2.170 4.577
H -8.236 3.220 3.238
```

Energy   -102098.2283 eV
HOMO   -4.93 eV
Net charge   -1

(2)
Here is a 10-piece molecular cluster, C29H56Br18O3 overall from the OMol25 dataset. Energies are from the ωB97M-V functional and the def2-TZVPD basis.

The geometry in XYZ format:
```
106
Properties=species:S:1:pos:R:3
C 0.345 -1.617 0.902
C 0.554 -1.289 -0.636
C 0.589 -2.560 -1.646
C 0.712 -0.016 -1.207
C 0.522 1.376 -0.451
C -0.753 2.112 -1.059
C -2.169 1.810 -0.375
C -2.133 1.210 1.105
C -3.146 0.930 -1.343
C -3.081 -0.649 -1.093
O -4.134 -1.216 -1.984
C -4.791 -2.275 -1.308
O -4.308 -3.436 -1.377
O -5.991 -2.088 -0.578
H 0.818 -0.842 1.589
H 0.722 -2.666 1.153
H -0.790 -1.651 1.127
H 1.557 -3.128 -1.449
H 0.615 -2.130 -2.713
H -0.319 -3.233 -1.473
H 1.057 0.051 -2.310
H 1.437 2.013 -0.758
H 0.567 1.309 0.680
H -0.836 1.765 -2.157
H -0.591 3.249 -1.085
H -2.710 2.828 -0.292
H -3.162 0.784 1.379
H -1.364 0.394 1.284
H -1.956 2.096 1.823
H -3.027 1.241 -2.436
H -4.211 1.254 -1.038
H -3.345 -0.982 -0.038
H -2.089 -1.075 -1.454
H -5.982 -2.580 0.294
Br 0.705 3.650 1.799
C 2.306 4.677 2.220
C 3.161 4.883 0.995
Br 4.149 3.263 0.546
H 2.822 4.146 3.020
H 1.941 5.632 2.600
H 3.924 5.641 1.182
H 2.589 5.162 0.110
Br 3.374 -1.806 0.209
C 4.901 -2.220 1.347
C 4.619 -1.867 2.786
Br 4.749 0.057 3.077
H 5.759 -1.690 0.934
H 5.055 -3.295 1.237
H 5.371 -2.306 3.444
H 3.628 -2.173 3.119
Br -3.294 -7.370 -3.189
C -2.739 -5.502 -3.123
C -1.315 -5.338 -3.589
Br -0.051 -5.900 -2.216
H -2.901 -5.158 -2.102
H -3.425 -4.978 -3.790
H -1.088 -4.286 -3.770
H -1.086 -5.913 -4.486
Br -10.218 -6.075 0.786
C -10.018 -4.137 0.826
C -8.665 -3.715 0.309
Br -7.273 -4.019 1.641
H -10.206 -3.819 1.851
H -10.811 -3.756 0.180
H -8.644 -2.641 0.117
H -8.362 -4.246 -0.593
Br 5.176 -0.936 6.928
C 6.773 0.113 7.307
C 7.614 0.295 6.068
Br 8.615 -1.324 5.648
H 7.301 -0.391 8.117
H 6.403 1.076 7.665
H 8.372 1.064 6.227
H 7.029 0.545 5.183
Br -3.929 -4.673 3.014
C -2.952 -5.729 4.335
C -1.490 -5.371 4.371
Br -0.543 -6.160 2.863
H -3.127 -6.777 4.094
H -3.431 -5.494 5.287
H -1.014 -5.792 5.258
H -1.306 -4.297 4.342
Br 0.761 3.741 -4.333
C 0.482 2.485 -5.796
C -0.250 1.253 -5.327
Br 0.935 0.054 -4.347
H 1.463 2.269 -6.221
H -0.114 3.030 -6.528
H -0.604 0.669 -6.178
H -1.091 1.475 -4.670
Br 6.704 6.639 4.099
C 7.395 5.917 2.425
C 6.991 4.476 2.243
Br 8.072 3.292 3.353
H 8.475 6.064 2.437
H 6.956 6.541 1.645
H 7.176 4.151 1.218
H 5.949 4.284 2.496
Br -2.594 4.311 -6.106
C -2.739 6.251 -6.203
C -1.538 6.862 -6.884
Br 0.010 6.915 -5.698
H -2.884 6.609 -5.184
H -3.645 6.438 -6.781
H -1.734 7.905 -7.139
H -1.232 6.326 -7.782
```

Energy   -1297886.1924 eV
HOMO   -8.17 eV